Record 1
Density functional theory data (the ωB97M-V functional and the def2-TZVPD basis) for 9 unconnected molecules or ions with the total composition C52H48F8O2S at a distorted geometry.

SMILES: O=S1(=O)CCCC1.Fc1ccccc1.Fc1ccccc1.Fc1ccccc1.Fc1ccccc1.Fc1ccccc1.Fc1ccccc1.Fc1ccccc1.Fc1ccccc1
E: -91356.8092 eV
HOMO-LUMO gap: 0.349 hartree

Last column: Löwdin charge in e.
CARTESIAN COORDINATES (ANGSTROEM)
F: 4.68 3.45 -4.20  -0.02
C: 5.35 4.10 -3.12  -0.28
C: 6.18 5.08 -3.48  -0.03
C: 6.87 5.74 -2.41  -0.08
C: 6.77 5.33 -1.05  -0.09
C: 5.71 4.47 -0.80  -0.10
C: 4.94 3.86 -1.83  -0.02
H: 6.61 5.36 -4.48  0.14
H: 7.59 6.55 -2.52  0.10
H: 7.42 6.00 -0.35  0.14
H: 5.56 4.07 0.16  0.08
H: 3.88 3.28 -1.59  0.17
F: -4.45 -0.40 2.08  0.01
C: -4.69 -1.64 2.66  -0.23
C: -3.66 -2.57 2.76  0.03
C: -3.96 -3.77 3.68  -0.07
C: -5.16 -3.76 4.32  -0.16
C: -6.17 -2.78 4.17  -0.10
C: -5.85 -1.70 3.46  -0.06
H: -2.79 -2.54 2.25  0.04
H: -3.09 -4.65 3.73  0.15
H: -5.39 -4.89 4.73  0.15
H: -7.29 -2.89 4.58  0.16
H: -6.39 -0.89 3.23  0.08
F: 0.50 2.75 -3.09  -0.01
C: 1.02 4.07 -3.04  -0.21
C: 1.55 4.63 -4.19  -0.03
C: 2.19 5.85 -4.13  -0.06
C: 2.48 6.50 -2.88  -0.05
C: 1.91 5.92 -1.78  -0.08
C: 1.18 4.71 -1.81  -0.01
H: 1.52 4.12 -5.18  0.14
H: 2.63 6.31 -4.96  0.09
H: 3.02 7.35 -2.94  0.07
H: 2.10 6.23 -0.82  0.08
H: 1.03 4.39 -0.85  0.06
F: 1.05 -3.99 0.50  0.06
C: 0.84 -3.92 1.80  -0.29
C: 0.00 -4.85 2.43  -0.01
C: -0.20 -4.77 3.79  -0.07
C: 0.76 -4.01 4.56  -0.05
C: 1.63 -3.14 3.91  -0.08
C: 1.67 -3.03 2.50  0.01
H: -0.59 -5.59 1.88  0.13
H: -0.67 -5.53 4.18  0.04
H: 0.63 -4.20 5.57  0.09
H: 2.22 -2.61 4.56  0.08
H: 2.36 -2.37 2.08  0.09
F: -2.40 -1.80 5.54  0.05
C: -1.75 -0.66 5.21  -0.19
C: -0.67 -0.79 4.27  0.00
C: 0.14 0.34 4.06  -0.12
C: 0.02 1.46 4.78  -0.12
C: -1.02 1.67 5.71  -0.07
C: -1.98 0.65 5.90  0.01
H: -0.60 -1.52 3.66  0.02
H: 1.13 0.29 3.46  0.15
H: 0.52 2.38 4.56  0.10
H: -1.11 2.43 6.38  0.07
H: -2.66 0.56 6.78  0.12
F: 4.50 -0.55 -3.39  0.06
C: 4.38 -1.51 -2.45  -0.26
C: 3.62 -2.69 -2.86  0.04
C: 3.37 -3.79 -1.97  -0.03
C: 4.05 -3.73 -0.71  -0.08
C: 4.70 -2.53 -0.33  -0.12
C: 4.92 -1.47 -1.18  -0.08
H: 3.28 -2.59 -3.74  0.04
H: 2.74 -4.40 -2.42  0.05
H: 3.91 -4.59 -0.01  0.11
H: 5.15 -2.28 0.68  0.13
H: 5.39 -0.47 -0.82  0.15
F: -0.02 2.96 1.28  0.06
C: 0.20 1.77 0.73  -0.33
C: -0.47 0.62 1.08  -0.02
C: 0.01 -0.65 0.59  -0.07
C: 1.23 -0.76 -0.10  -0.03
C: 2.00 0.50 -0.26  0.00
C: 1.41 1.74 0.13  -0.02
H: -1.38 0.83 1.62  0.11
H: -0.76 -1.30 0.83  0.06
H: 1.72 -1.63 -0.52  0.08
H: 2.95 0.44 -0.71  0.06
H: 2.06 2.43 -0.33  0.07
F: -4.14 2.63 -4.75  0.05
C: -4.02 2.11 -3.48  -0.22
C: -4.88 1.41 -2.69  -0.02
C: -4.76 1.31 -1.28  -0.01
C: -3.57 1.72 -0.58  -0.04
C: -2.59 2.37 -1.37  -0.03
C: -2.80 2.51 -2.80  0.03
H: -5.69 1.39 -3.11  0.03
H: -5.52 1.16 -0.72  0.03
H: -3.40 1.55 0.42  0.05
H: -1.70 2.73 -0.98  0.06
H: -2.17 3.21 -3.31  0.09
C: -2.51 -2.34 -1.76  -0.19
C: -3.71 -1.87 -2.58  -0.26
C: -4.40 -3.05 -3.05  -0.19
S: -3.11 -4.20 -3.43  0.67
O: -2.93 -4.24 -4.88  -0.32
O: -3.52 -5.41 -2.77  -0.33
C: -1.79 -3.56 -2.48  -0.21
H: -2.94 -2.87 -0.69  0.16
H: -1.95 -1.52 -1.15  0.12
H: -3.42 -1.29 -3.30  0.08
H: -4.18 -1.27 -2.00  0.05
H: -5.06 -2.86 -3.62  0.01
H: -4.85 -3.42 -2.05  0.16
H: -1.28 -2.81 -3.06  0.09
H: -1.18 -4.42 -2.03  0.14

***

Record 2
Density functional theory data (the ωB97M-V functional and the def2-TZVPD basis) for a molecular structure, H28NeO14 at a distorted geometry.

E: -32629.6261 eV
HOMO-LUMO gap: 0.382 hartree

Last column: Löwdin charge in e.
CARTESIAN COORDINATES (ANGSTROEM)
Ne: -0.21 -0.14 0.39  0.08
O: -1.42 -0.93 2.76  -0.04
H: -1.47 -1.11 1.83  -0.01
H: -0.66 -1.43 3.07  0.04
O: 2.06 0.03 2.72  -0.05
H: 2.25 -0.58 2.01  -0.01
H: 1.36 0.59 2.37  -0.02
O: 0.65 2.82 -2.73  -0.03
H: 1.18 2.33 -2.09  0.00
H: 1.16 3.60 -2.91  0.06
O: -2.25 -0.22 -3.21  -0.06
H: -2.22 -1.11 -2.87  0.01
H: -2.54 0.31 -2.47  -0.01
O: -1.91 2.26 -1.73  -0.06
H: -2.28 2.54 -2.57  0.04
H: -0.97 2.43 -1.80  -0.02
O: -3.09 -0.31 0.32  -0.04
H: -3.19 0.31 1.04  0.06
H: -3.90 -0.83 0.33  0.06
O: 2.00 -0.44 -1.99  -0.04
H: 2.35 0.22 -1.40  0.00
H: 2.72 -0.64 -2.59  0.07
O: 0.00 -2.53 -2.26  -0.03
H: 0.56 -1.75 -2.30  0.01
H: -0.23 -2.70 -3.17  0.06
O: 2.30 1.73 -0.34  -0.04
H: 3.01 2.03 0.23  0.07
H: 1.50 2.06 0.07  0.01
O: -0.32 1.51 3.75  -0.05
H: -0.06 2.15 3.08  -0.02
H: -0.68 0.77 3.26  -0.02
O: 0.47 3.14 1.43  -0.02
H: -0.11 3.82 1.07  0.07
H: 1.09 3.62 1.98  0.07
O: -1.61 -2.72 0.06  -0.05
H: -2.29 -2.07 -0.05  0.01
H: -1.04 -2.61 -0.70  0.00
O: 0.52 -3.43 1.38  -0.04
H: -0.26 -3.20 0.88  -0.03
H: 0.38 -3.05 2.24  0.04
O: 2.74 -2.07 0.42  -0.06
H: 2.28 -1.73 -0.35  -0.01
H: 2.13 -2.68 0.82  -0.01

***

Record 3
Density functional theory data (the ωB97M-V functional and the def2-TZVPD basis) for a gas-phase ion, C7H11BrN (charge +1) at a distorted geometry.

net charge: +1
SMILES: C[N+]1(C)C=CC=C(Br)C1
E: -78960.1844 eV
HOMO-LUMO gap: 0.332 hartree

Last column: Löwdin charge in e.
CARTESIAN COORDINATES (ANGSTROEM)
C: -0.72 -2.09 -0.07  -0.06
C: -2.08 -1.67 -0.17  -0.15
C: 0.27 -1.25 0.12  -0.07
C: -2.47 -0.41 0.07  -0.63
C: -1.12 0.59 0.80  -0.02
C: 1.24 0.80 0.73  0.00
C: 0.00 0.70 -1.36  0.07
N: 0.08 0.19 0.06  -0.34
Br: -4.14 0.37 0.19  0.84
H: -0.54 -3.23 -0.05  0.17
H: -2.93 -2.42 -0.15  0.14
H: 1.36 -1.57 0.25  0.17
H: -1.32 1.58 0.41  0.11
H: -0.98 0.34 1.82  0.13
H: 2.05 0.81 0.12  0.08
H: 0.94 1.87 0.91  0.15
H: 1.43 0.46 1.69  0.10
H: 0.16 -0.13 -2.00  0.11
H: -0.90 1.14 -1.51  0.07
H: 0.84 1.33 -1.60  0.12

***

Record 4
Density functional theory data (the ωB97M-V functional and the def2-TZVPD basis) for a molecular structure, C45H52N10OPSTi at a distorted geometry.

net charge: +2
spin multiplicity: 2
E: -107684.2934 eV
HOMO-LUMO gap (alpha / beta): 0.204 / 0.203 hartree
<S²>: 0.755

Last column: Löwdin charge in e.
CARTESIAN COORDINATES (ANGSTROEM)
Ti: -1.30 -1.61 -1.00  0.89
C: 8.82 -0.96 6.45  -0.04
O: 7.56 -0.63 7.15  -0.06
C: 6.51 -1.30 6.62  -0.28
C: 6.60 -2.54 5.88  0.00
C: 5.48 -2.99 5.21  -0.03
C: 4.23 -2.28 5.22  -0.17
C: 4.14 -1.20 6.12  -0.01
C: 5.26 -0.70 6.78  0.01
C: 3.19 -2.56 4.27  -0.23
N: 2.05 -1.82 4.27  0.19
C: 1.36 -2.25 3.18  -0.20
C: 2.08 -3.18 2.41  -0.11
N: 3.23 -3.34 3.14  0.18
C: 1.56 -3.73 1.18  -0.07
C: 2.27 -4.60 0.33  0.07
C: 1.85 -4.66 -1.02  -0.03
C: 0.81 -3.92 -1.47  -0.09
N: 0.01 -3.20 -0.62  -0.01
C: 0.35 -3.17 0.75  -0.11
C: -0.34 -2.18 1.53  -0.12
N: -1.57 -1.72 1.01  -0.02
C: -2.26 -0.79 1.68  -0.11
C: -1.81 -0.27 2.87  -0.02
C: -0.66 -0.77 3.53  0.08
C: 0.09 -1.72 2.81  -0.07
H: 9.64 -0.42 6.91  0.09
H: 8.73 -0.60 5.40  0.11
H: 9.16 -2.01 6.49  0.09
H: 7.56 -3.13 5.78  0.13
H: 5.49 -3.93 4.65  0.11
H: 3.19 -0.68 6.25  0.11
H: 5.21 0.26 7.31  0.14
H: 4.03 -3.94 2.86  0.19
H: 3.15 -5.09 0.70  0.13
H: 2.36 -5.29 -1.77  0.13
H: 0.45 -3.95 -2.53  0.14
H: -3.23 -0.47 1.29  0.13
H: -2.43 0.46 3.38  0.12
H: -0.38 -0.34 4.51  0.15
S: -7.32 -2.27 -1.53  1.04
C: -5.58 -2.20 -1.57  -0.49
C: -4.88 -0.97 -1.31  -0.01
C: -3.56 -0.97 -1.74  -0.17
N: -2.89 -2.11 -2.07  -0.10
C: -3.55 -3.29 -2.19  -0.07
C: -4.88 -3.37 -1.92  -0.05
C: -8.02 -1.27 -2.84  -0.51
C: -7.53 -1.05 -4.09  -0.07
C: -8.33 -0.28 -4.98  -0.13
N: -9.47 0.31 -4.67  0.07
C: -9.96 0.00 -3.46  -0.12
C: -9.29 -0.73 -2.45  -0.08
H: -5.37 -0.10 -0.89  0.13
H: -3.03 -0.01 -2.04  0.13
H: -2.99 -4.16 -2.57  0.14
H: -5.56 -4.22 -2.11  0.13
H: -6.66 -1.60 -4.50  0.12
H: -7.96 -0.06 -6.00  0.12
H: -10.99 0.36 -3.30  0.12
H: -9.84 -1.17 -1.62  0.10
N: -0.67 0.09 -1.12  -0.27
P: 0.10 1.50 -1.39  0.67
N: 1.55 1.51 -0.57  -0.21
C: 1.73 0.45 0.39  -0.21
C: 3.15 0.56 1.13  -0.14
C: 3.50 1.98 1.63  -0.18
C: 2.97 3.04 0.68  -0.22
C: 2.59 2.54 -0.67  -0.22
N: 0.49 1.66 -3.00  -0.19
C: -0.57 1.90 -4.04  -0.21
C: -0.13 2.33 -5.44  -0.16
C: 0.97 1.34 -6.02  -0.16
C: 1.77 0.70 -4.90  -0.18
C: 1.82 1.42 -3.53  -0.22
N: -0.85 2.79 -0.88  -0.20
C: -0.89 4.18 -1.35  -0.20
C: -2.31 4.75 -1.16  -0.17
C: -2.89 4.67 0.31  -0.16
C: -1.98 3.72 1.18  -0.15
C: -1.74 2.49 0.28  -0.22
H: 1.77 -0.48 -0.19  0.09
H: 0.95 0.36 1.09  0.07
H: 3.82 0.14 0.39  0.10
H: 3.15 -0.13 2.02  0.11
H: 4.59 1.99 1.69  0.11
H: 3.03 2.10 2.66  0.13
H: 3.88 3.76 0.58  0.14
H: 2.20 3.69 1.12  0.11
H: 3.54 2.11 -1.03  0.13
H: 2.28 3.46 -1.24  0.14
H: -1.31 2.67 -3.69  0.11
H: -1.21 1.02 -4.09  0.10
H: 0.18 3.36 -5.36  0.10
H: -1.02 2.40 -6.10  0.12
H: 1.59 1.92 -6.74  0.12
H: 0.43 0.68 -6.69  0.10
H: 2.83 0.57 -5.20  0.12
H: 1.52 -0.30 -4.63  0.09
H: 2.40 2.35 -3.63  0.12
H: 2.43 0.71 -2.92  0.12
H: -0.54 4.21 -2.41  0.11
H: -0.25 4.84 -0.76  0.11
H: -3.03 4.24 -1.85  0.11
H: -2.31 5.79 -1.47  0.10
H: -3.88 4.21 0.26  0.10
H: -3.01 5.73 0.69  0.12
H: -2.51 3.37 2.07  0.10
H: -1.01 4.12 1.55  0.12
H: -2.69 2.19 -0.15  0.10
H: -1.23 1.71 0.83  0.07

***

Record 5
Density functional theory data (the ωB97M-V functional and the def2-TZVPD basis) for 2 unconnected molecules or ions with the total composition C3H8OS2 at a distorted geometry.

net charge: -1
spin multiplicity: 2
E: -26956.3749 eV
HOMO-LUMO gap (alpha / beta): 0.072 / 0.267 hartree
<S²>: 0.752

Last column: Löwdin charge in e.
CARTESIAN COORDINATES (ANGSTROEM)
C: 1.18 -0.67 -0.89  -0.58
S: -0.09 -0.44 -2.11  0.01
S: 0.30 1.07 -3.36  -0.19
H: 0.82 -1.15 0.02  0.01
H: 1.53 0.29 -0.48  0.02
H: 2.06 -1.21 -1.24  0.02
H: 0.12 2.25 -2.71  -0.27
C: -0.35 0.87 3.67  0.02
C: -0.67 -0.40 3.65  -0.25
O: -0.79 -1.12 4.85  -0.06
H: -0.25 1.40 2.73  0.06
H: -0.26 1.52 4.53  0.06
H: -0.58 -1.13 2.85  0.10
H: -1.65 -1.49 4.90  0.06